Entry 1:
{"formula": "C3H11NO", "method": "ωB97M-V/def2-TZVPD", "homo_lumo_gap_ev": 10.2219, "e_lumo_ha": 0.03656, "smiles": "CC(C)N.O", "e_above_lowest_kj_mol": 69.71, "species": ["H", "H", "C", "H", "H", "O", "C", "H", "H", "H", "H", "H", "H", "H", "N", "C"], "positions_angstrom": [[-0.01, 1.08, -1.58], [0.38, 0.10, 2.37], [0.68, 0.24, 1.32], [-1.46, 2.75, 0.57], [0.30, -4.97, -3.70], [0.87, -4.81, -2.95], [-0.34, 0.94, 0.41], [0.36, 2.46, -0.74], [0.81, -5.59, -2.37], [1.56, 0.87, 1.41], [0.86, -0.79, 1.01], [-1.97, 1.61, 1.77], [-0.33, 2.48, 1.88], [-1.04, 0.18, 0.06], [0.42, 1.46, -0.75], [-1.09, 1.99, 1.27]], "mulliken_charge": [0.247, 0.317, -1.260, 0.386, 0.320, -0.644, 0.399, 0.226, 0.324, 0.357, 0.299, 0.322, 0.340, 0.290, -0.628, -1.294]}


Entry 2:
{"formula": "C3H11NO2", "method": "ωB97M-V/def2-TZVPD", "homo_lumo_gap_ev": 10.1626, "e_lumo_ha": 0.02764, "smiles": "C[C@H](O)CN.O", "e_above_lowest_kj_mol": 33.73, "species": ["H", "H", "C", "H", "O", "H", "C", "H", "H", "N", "H", "H", "O", "C", "H", "H", "H"], "positions_angstrom": [[-1.32, 1.23, 2.46], [-1.51, 1.10, -0.74], [-0.53, 0.80, -0.35], [-0.04, 1.70, 0.02], [0.46, -0.22, 1.57], [0.82, -1.09, 1.42], [-0.76, -0.07, 0.87], [3.31, -1.49, -1.34], [-2.13, -0.34, 2.50], [0.29, 0.11, -1.34], [-2.68, 0.91, 1.36], [1.04, 0.74, -1.63], [3.15, -1.74, -2.26], [-1.80, 0.47, 1.85], [-1.12, -1.06, 0.53], [3.03, -0.91, -2.73], [-0.22, -0.14, -2.18]], "mulliken_charge": [0.338, 0.305, -0.619, 0.327, -0.563, 0.319, 0.328, 0.316, 0.309, -0.448, 0.358, 0.208, -0.632, -1.321, 0.277, 0.303, 0.197]}


Entry 3:
{"formula": "C3H11NO2", "method": "ωB97M-V/def2-TZVPD", "homo_lumo_gap_ev": 9.4389, "e_lumo_ha": 0.02684, "smiles": "CCNCO.O", "e_above_lowest_kj_mol": 167.22, "species": ["H", "H", "O", "H", "H", "H", "H", "H", "H", "H", "C", "N", "O", "C", "H", "H", "C"], "positions_angstrom": [[-0.21, -2.27, -0.91], [0.24, 0.86, 1.45], [2.00, 1.85, -3.07], [2.30, 1.74, -2.15], [-0.15, -1.84, 1.47], [-1.47, -0.97, -1.06], [0.10, 0.58, -0.94], [-1.46, 0.99, 1.16], [-0.52, -0.82, 3.50], [2.10, 2.82, -3.20], [-1.16, -0.04, 3.02], [-0.43, -1.08, 0.76], [0.40, -0.31, -1.29], [-0.47, -1.21, -0.64], [-2.14, -0.67, 3.09], [-1.26, 0.91, 3.65], [-0.66, 0.23, 1.52]], "mulliken_charge": [0.288, 0.284, -0.617, 0.308, 0.226, 0.277, 0.298, 0.268, 0.316, 0.314, -1.102, -0.189, -0.513, -0.403, 0.281, 0.312, -0.348]}


Entry 4:
{"formula": "C3H11NO2", "method": "ωB97M-V/def2-TZVPD", "homo_lumo_gap_ev": 9.2416, "e_lumo_ha": 0.02133, "smiles": "C=NCC.O.O", "e_above_lowest_kj_mol": 187.73, "species": ["H", "O", "N", "C", "O", "H", "H", "H", "C", "H", "H", "H", "H", "H", "H", "C", "H"], "positions_angstrom": [[-2.32, -1.46, 1.79], [-2.80, -3.91, 3.96], [1.35, 0.80, -2.14], [0.12, 0.56, -2.05], [-1.36, -1.39, 1.88], [-0.37, 0.35, -3.00], [-1.26, -0.46, 2.08], [-3.53, -3.90, 3.33], [2.11, 1.74, -1.37], [0.76, 3.49, -1.63], [1.84, 3.09, -2.92], [2.56, 3.83, -1.47], [-2.03, -4.15, 3.43], [1.98, 1.64, -0.28], [-0.45, 0.26, -1.16], [1.78, 3.17, -1.83], [3.18, 1.66, -1.55]], "mulliken_charge": [0.318, -0.630, -0.387, -0.229, -0.632, 0.247, 0.310, 0.306, -0.290, 0.316, 0.311, 0.331, 0.321, 0.290, 0.203, -1.075, 0.290]}


Entry 5:
{"formula": "C3H11NO2", "method": "ωB97M-V/def2-TZVPD", "homo_lumo_gap_ev": 10.3179, "e_lumo_ha": 0.03863, "smiles": "C[C@H](O)CN.O", "e_above_lowest_kj_mol": 49.02, "species": ["H", "C", "O", "H", "H", "H", "N", "H", "H", "C", "H", "H", "H", "O", "H", "H", "C"], "positions_angstrom": [[-2.60, 1.99, -1.76], [-2.52, 1.39, -0.85], [-0.37, 2.40, -0.39], [0.06, 1.13, -2.43], [-0.93, 0.61, 0.33], [2.60, -3.76, 4.75], [0.82, -0.34, -1.17], [-1.01, 3.11, -0.47], [0.43, -1.09, -0.62], [-0.33, 0.40, -1.73], [3.94, -3.92, 3.97], [-1.00, -0.26, -2.29], [-3.08, 0.47, -1.01], [3.04, -4.23, 4.04], [-2.96, 1.98, -0.04], [1.40, -0.76, -1.88], [-1.03, 1.14, -0.62]], "mulliken_charge": [0.392, -1.537, -0.550, 0.328, 0.162, 0.320, -0.601, 0.319, 0.208, -0.590, 0.321, 0.295, 0.379, -0.642, 0.405, 0.218, 0.572]}


Entry 6:
{"formula": "C3H11NO2", "method": "ωB97M-V/def2-TZVPD", "homo_lumo_gap_ev": 9.8313, "e_lumo_ha": 0.02575, "smiles": "C[C@H](N)CO.O", "e_above_lowest_kj_mol": 187.29, "species": ["H", "O", "H", "H", "C", "H", "H", "O", "C", "H", "H", "H", "H", "H", "C", "N", "H"], "positions_angstrom": [[1.37, -0.29, 0.20], [-0.21, 2.14, -1.61], [-0.35, 1.87, 0.34], [-0.49, 1.74, -2.41], [-1.41, -0.41, 0.81], [2.38, -2.32, 1.29], [1.21, -0.92, -1.19], [3.09, -1.75, 1.67], [-0.85, 1.51, -0.57], [-1.94, 0.42, 1.14], [-2.00, 1.77, -0.40], [-1.85, -1.39, 0.63], [-1.08, -0.16, -1.58], [2.98, -1.00, 0.99], [-0.71, 0.00, -0.51], [0.60, -0.62, -0.40], [-0.76, -0.58, 1.63]], "mulliken_charge": [0.126, -0.443, 0.321, 0.321, -1.356, 0.347, 0.225, -0.649, -0.755, 0.417, 0.236, 0.317, 0.305, 0.323, 0.368, -0.469, 0.366]}


What did the first record say?
{"formula": "C3H11NO", "method": "ωB97M-V/def2-TZVPD", "homo_lumo_gap_ev": 10.2219, "e_lumo_ha": 0.03656, "smiles": "CC(C)N.O", "e_above_lowest_kj_mol": 69.71, "species": ["H", "H", "C", "H", "H", "O", "C", "H", "H", "H", "H", "H", "H", "H", "N", "C"], "positions_angstrom": [[-0.01, 1.08, -1.58], [0.38, 0.10, 2.37], [0.68, 0.24, 1.32], [-1.46, 2.75, 0.57], [0.30, -4.97, -3.70], [0.87, -4.81, -2.95], [-0.34, 0.94, 0.41], [0.36, 2.46, -0.74], [0.81, -5.59, -2.37], [1.56, 0.87, 1.41], [0.86, -0.79, 1.01], [-1.97, 1.61, 1.77], [-0.33, 2.48, 1.88], [-1.04, 0.18, 0.06], [0.42, 1.46, -0.75], [-1.09, 1.99, 1.27]], "mulliken_charge": [0.247, 0.317, -1.260, 0.386, 0.320, -0.644, 0.399, 0.226, 0.324, 0.357, 0.299, 0.322, 0.340, 0.290, -0.628, -1.294]}